Here is 2 unconnected molecules or ions with the total composition C20H33F6NO2P from OMol25. Energies are from ωB97M-V with the def2-TZVPD basis set.

Geometry as XYZ:
```
63
Properties=species:S:1:pos:R:3:forces:R:3:lowdin_charge:R:1
C 3.9659 -1.5018 -2.3055 0.04 -0.01 0.00 -0.0967
C 2.7953 -0.5519 -2.0583 -0.08 0.01 0.00 -0.4191
C 2.9279 0.6567 -2.9850 0.05 -0.04 -0.08 -0.0828
C 2.7189 -0.1749 -0.5654 0.07 0.04 0.02 -0.1580
C 1.3118 -0.1731 0.0353 0.05 -0.09 0.14 -0.3393
C 1.3701 -0.1559 1.5635 -0.16 -0.05 -0.06 -0.0877
C 0.3996 0.9558 -0.4808 -0.04 0.07 -0.08 -0.2629
O -0.8303 0.4578 -0.9178 0.12 -0.10 0.08 -0.3628
P -1.5504 1.0299 -2.4298 -0.06 0.12 -0.14 0.6457
C -1.7284 2.7935 -1.6779 0.06 -0.01 0.04 -0.2877
C -2.3416 3.8166 -2.5922 -0.02 0.06 -0.02 -0.2786
F -1.4707 4.1074 -3.6608 0.06 0.01 -0.07 -0.1063
C -1.3320 -0.7075 -3.2741 0.08 -0.11 -0.04 -0.2724
C -1.2294 -2.0289 -2.4976 -0.10 0.01 -0.05 -0.1731
C -2.5102 -2.8324 -2.4379 -0.02 0.12 0.47 -0.5249
N -2.9392 -3.2538 -1.1282 -0.14 -0.18 -0.31 0.1083
O -3.0920 -3.2120 -3.4215 0.09 -0.29 -0.30 0.0646
C -3.3153 0.5175 -1.6570 0.04 0.08 0.08 -0.4575
F -4.2169 1.5616 -1.7134 -0.06 0.06 -0.06 0.0241
F -3.9007 -0.4817 -2.4081 -0.01 -0.10 -0.01 0.0259
C -3.3513 -0.0004 -0.2182 0.08 0.06 0.21 -0.3199
F -4.5844 -0.5580 0.0782 0.12 0.08 -0.04 0.0278
F -3.1759 1.0196 0.6719 -0.07 -0.19 -0.16 0.0557
H 4.8965 -1.0487 -1.9475 -0.01 -0.02 -0.03 0.0767
H 4.0883 -1.7161 -3.3700 -0.02 -0.02 0.01 0.0719
H 3.8321 -2.4488 -1.7773 0.00 0.01 0.00 0.0736
H 1.8714 -1.0848 -2.3130 -0.01 0.07 -0.01 0.1259
H 2.7530 0.3675 -4.0242 0.02 -0.01 0.01 0.0769
H 3.9449 1.0599 -2.9250 -0.04 0.06 0.06 0.0762
H 2.2216 1.4508 -2.7506 0.01 -0.03 -0.02 0.0509
H 3.1966 0.8015 -0.4041 -0.01 -0.02 0.00 0.1264
H 3.3138 -0.8984 0.0037 0.01 0.03 0.00 0.1038
H 0.8332 -1.1117 -0.2615 0.02 0.03 -0.04 0.1257
H 2.0616 -0.9037 1.9588 0.01 0.04 0.01 0.0688
H 0.3760 -0.3720 1.9654 0.00 0.06 0.01 0.0736
H 1.6661 0.8309 1.9319 0.10 -0.06 0.02 0.0823
H 0.2440 1.6829 0.3328 -0.02 0.00 -0.02 0.1184
H 0.8957 1.5078 -1.2883 -0.02 -0.06 0.02 0.0760
H -0.2474 1.4105 -2.9412 -0.01 0.00 -0.03 0.0096
H -2.2218 1.4558 -3.6405 -0.12 0.00 0.10 0.0296
H -2.2976 2.7832 -0.7448 -0.01 -0.05 -0.02 0.0745
H -0.7222 3.1438 -1.4240 0.00 -0.03 0.02 0.0709
H -3.2747 3.4670 -3.0370 0.00 -0.02 0.01 0.0931
H -2.5155 4.7753 -2.0916 -0.05 -0.02 0.02 0.1009
H -2.0846 -0.8574 -4.0510 -0.04 0.19 0.01 0.0653
H -0.3853 -0.5384 -3.7992 0.00 -0.07 0.03 0.0541
H -0.5746 -2.7249 -3.0407 0.10 0.10 0.04 0.1158
H -0.8017 -1.8937 -1.5069 -0.12 0.03 0.05 0.0770
H -3.5812 -2.5560 -0.7537 0.27 0.09 0.14 0.0584
H -3.5115 -4.0805 -1.2845 -0.13 0.13 -0.01 0.0773
H -2.5881 -0.7554 -0.0408 -0.03 0.03 0.01 0.1328
F 2.9829 -0.7392 4.6404 -0.01 0.00 0.00 0.0551
C 2.0949 -0.4940 5.6243 0.02 -0.01 0.01 -0.2809
C 0.7882 -0.1957 5.2918 0.00 0.02 0.02 -0.0018
C -0.1070 0.0525 6.3228 -0.04 0.00 -0.01 -0.0783
C 0.3037 0.0017 7.6480 0.01 0.00 -0.01 -0.1036
C 1.6244 -0.3009 7.9487 0.00 0.00 0.00 -0.0941
C 2.5349 -0.5528 6.9324 -0.01 0.00 0.02 -0.0230
H 0.4863 -0.1545 4.2545 0.04 -0.01 -0.01 0.0992
H -1.1356 0.2877 6.0821 0.00 0.00 0.00 0.1070
H -0.4034 0.1978 8.4428 0.00 0.00 0.00 0.0973
H 1.9520 -0.3410 8.9796 0.00 0.00 0.00 0.1000
H 3.5693 -0.7918 7.1382 0.00 0.00 -0.01 0.1139
```
Forces are in eV/Å.

Maximum force = 0.5 eV/A
Energy = -1927.66654 hartree
HOMO = -4.5756 eV
Gap between HOMO and LUMO = 0.258 Eh
Molar mass = 464.451 g mol⁻¹
Net charge = -1